Here is a molecular structure, C39H43As2ClCrSi2 at a distorted geometry from the Open Molecules 2025 dataset. Energies are from ωB97M-V with the def2-TZVPD basis set.

## Properties
Largest force on an atom, eV/A: 2.10
Total energy, a.u.: -8066.9297
Expectation value of S²: 3.90
HOMO level (alpha / beta), eV: -10.533 / -10.530
Spin multiplicity: 4
Orbital gap (alpha / beta), eV: 7.50 / 7.27
Net charge: +1
Energy above the lowest of the compared OMol25 structures with the same formula, charge and spin, kJ/mol: 0.0

Geometry (Å):
C1 1.50 1.32 1.02
C2 2.08 1.20 -0.30
C3 1.10 1.67 -1.25
H1 3.10 0.93 -0.53
C4 -0.06 2.10 -0.52
C5 0.17 1.88 0.88
H2 -0.49 2.18 1.69
H3 2.02 1.14 1.96
H4 1.26 1.80 -2.32
H5 -0.94 2.57 -0.96
Cr1 0.21 -0.06 -0.18
Si1 -5.85 -3.41 -5.62
C6 -4.76 -4.48 -6.67
C7 -5.28 -5.58 -7.37
H6 -6.34 -5.84 -7.27
C8 -4.45 -6.34 -8.20
H7 -4.87 -7.19 -8.75
C9 -3.10 -6.01 -8.32
H8 -2.45 -6.61 -8.97
C10 -2.57 -4.93 -7.61
H9 -1.51 -4.67 -7.70
C11 -3.40 -4.17 -6.77
H10 -2.98 -3.33 -6.21
C12 -6.40 -1.91 -6.54
C13 -5.87 -1.60 -7.81
H11 -5.23 -2.32 -8.33
C14 -6.16 -0.37 -8.41
H12 -5.73 -0.13 -9.38
C15 -6.98 0.56 -7.75
H13 -7.17 1.53 -8.21
C16 -7.55 0.23 -6.52
H14 -8.21 0.94 -6.02
C17 -7.27 -1.00 -5.92
H15 -7.70 -1.24 -4.95
H16 -5.13 -2.97 -4.41
Si2 -1.19 -0.95 -2.07
C18 -1.85 0.57 -3.00
C19 -1.45 0.89 -4.31
H17 -0.73 0.25 -4.84
C20 -1.95 2.03 -4.95
H18 -1.63 2.26 -5.97
C21 -2.85 2.87 -4.29
H19 -3.22 3.77 -4.78
C22 -3.26 2.56 -2.99
H20 -3.95 3.21 -2.46
C23 -2.78 1.40 -2.36
H21 -3.12 1.17 -1.35
C24 -0.01 -1.87 -3.23
C25 1.35 -1.51 -3.38
H22 1.83 -0.80 -2.69
C26 2.09 -2.05 -4.44
H23 3.13 -1.75 -4.59
C27 1.52 -2.98 -5.32
H24 2.09 -3.37 -6.15
C28 0.21 -3.41 -5.11
H25 -0.23 -4.17 -5.75
C29 -0.54 -2.86 -4.06
H26 -1.56 -3.22 -3.92
H27 -7.04 -4.24 -5.28
Cl1 -2.89 -2.16 -1.91
C30 3.34 -2.47 0.95
As1 1.46 -2.02 0.68
C31 0.61 -3.70 0.19
C32 0.92 -1.82 2.61
C33 1.82 -2.02 3.66
C34 1.40 -1.74 4.97
C35 0.07 -1.38 5.23
C36 -0.85 -1.24 4.17
C37 -0.40 -1.40 2.86
As2 -1.55 -0.90 1.31
C38 -2.72 -2.46 1.45
C39 -2.73 0.41 2.14
H28 3.80 -2.63 -0.04
H29 3.41 -3.38 1.56
H30 3.84 -1.64 1.46
H31 1.00 -4.49 0.85
H32 -0.48 -3.65 0.25
H33 0.91 -3.89 -0.84
H34 2.84 -2.39 3.46
H35 2.12 -1.82 5.79
H36 -0.27 -1.19 6.25
H37 -1.91 -1.01 4.37
H38 -3.22 -2.41 2.42
H39 -3.45 -2.42 0.63
H40 -2.11 -3.36 1.37
H41 -3.26 -0.06 2.98
H42 -2.14 1.27 2.47
H43 -3.45 0.72 1.37



Here is a molecular structure, C39H43AsMoN3O5P from the Open Molecules 2025 dataset. Energies are from ωB97M-V with the def2-TZVPD basis set.

## Properties
Largest force on an atom, eV/A: 0.48
Total energy, a.u.: -4697.2844
Expectation value of S²: 2.02
HOMO level (alpha / beta), eV: -12.911 / -12.917
Spin multiplicity: 3
Orbital gap (alpha / beta), eV: 6.07 / 5.67
Net charge: +2
Energy above the lowest of the compared OMol25 structures with the same formula, charge and spin, kJ/mol: 0.0

Geometry (Å):
Mo1 0.59 0.94 0.93
O1 -1.47 2.07 1.50
C1 -1.89 1.49 0.50
O2 -0.98 0.88 -0.25
C2 -3.31 1.34 0.09
P1 -3.64 -0.45 -0.36
C3 -5.42 -0.31 -0.71
C4 -5.96 -0.16 -1.99
C5 -7.33 -0.06 -2.16
C6 -8.18 -0.10 -1.06
C7 -7.65 -0.25 0.21
C8 -6.28 -0.37 0.39
C9 -2.85 -0.60 -2.00
C10 -2.62 0.45 -2.89
C11 -2.02 0.22 -4.12
C12 -1.65 -1.07 -4.48
C13 -1.88 -2.13 -3.61
C14 -2.47 -1.89 -2.38
H1 -3.52 2.02 -0.73
H2 -3.95 1.62 0.92
H3 -5.31 -0.14 -2.85
H4 -7.74 0.05 -3.16
H5 -9.25 -0.01 -1.20
H6 -8.31 -0.30 1.07
H7 -5.88 -0.52 1.38
H8 -2.93 1.46 -2.64
H9 -1.86 1.04 -4.80
H10 -1.19 -1.25 -5.45
H11 -1.60 -3.13 -3.89
H12 -2.65 -2.72 -1.71
O3 5.41 -1.11 6.55
C15 4.16 -1.13 6.10
O4 3.36 -1.93 6.50
C16 3.77 -0.14 5.03
C17 4.61 0.19 3.98
C18 4.12 0.95 2.92
C19 2.81 1.37 2.95
C20 1.97 1.10 4.03
C21 2.46 0.33 5.07
N1 2.23 1.99 1.79
C22 2.71 3.06 1.27
C23 2.07 3.54 0.06
C24 2.47 4.68 -0.60
C25 1.80 5.05 -1.76
C26 0.75 4.26 -2.19
C27 0.40 3.13 -1.46
N2 1.04 2.76 -0.35
H13 5.89 -0.33 6.26
H14 5.62 -0.18 3.94
H15 4.74 1.14 2.05
H16 0.95 1.47 4.04
H17 1.83 0.08 5.91
H18 3.56 3.57 1.71
H19 3.30 5.27 -0.22
H20 2.09 5.93 -2.31
H21 0.20 4.50 -3.09
H22 -0.41 2.49 -1.79
C28 3.19 1.19 -2.76
N3 2.00 0.60 -3.35
C29 2.35 -0.17 -4.54
C30 1.12 -0.08 -2.41
C31 1.80 -0.91 -1.33
C32 2.48 -2.06 -1.72
C33 3.19 -2.83 -0.81
C34 3.21 -2.46 0.53
C35 2.50 -1.35 0.94
C36 1.78 -0.54 0.03
H23 3.66 1.87 -3.47
H24 3.94 0.44 -2.47
H25 2.93 1.75 -1.86
H26 2.79 0.50 -5.28
H27 1.45 -0.61 -4.96
H28 3.08 -0.96 -4.34
H29 0.44 -0.71 -2.98
H30 0.49 0.67 -1.93
H31 2.45 -2.36 -2.76
H32 3.71 -3.72 -1.14
H33 3.77 -3.04 1.25
H34 2.50 -1.10 1.99
C37 0.72 -2.94 3.38
As1 -0.54 -2.05 2.25
C38 -2.25 -2.01 3.10
C39 -0.63 -2.79 0.49
O5 -0.07 -0.39 2.16
H35 0.27 -3.88 3.72
H36 0.93 -2.31 4.24
H37 1.63 -3.15 2.82
H38 -2.73 -2.98 2.97
H39 -2.85 -1.24 2.62
H40 -2.12 -1.79 4.16
H41 0.36 -3.16 0.20
H42 -0.95 -2.01 -0.19
H43 -1.36 -3.60 0.49



Here is a molecular structure, C39H43BN7O3P2PdS2 at a distorted geometry from the Open Molecules 2025 dataset. Energies are from ωB97M-V with the def2-TZVPD basis set.

## Properties
Largest force on an atom, eV/A: 3.27
Total energy, a.u.: -3752.3806
HOMO level, eV: -10.722
Spin multiplicity: 1
Orbital gap, eV: 5.35
Net charge: +1
Energy above the lowest of the compared OMol25 structures with the same formula, charge and spin, kJ/mol: 597.6

Geometry (Å):
Pd1 0.22 -0.45 -0.13
B1 1.97 -2.53 -1.83
N1 0.45 -2.49 -2.20
C1 -0.26 -3.40 -2.84
C2 -1.56 -2.92 -3.01
C3 -1.55 -1.67 -2.43
N2 -0.32 -1.39 -1.95
N3 2.44 -1.03 -1.89
C4 3.54 -0.53 -2.44
C5 3.56 0.84 -2.28
C6 2.39 1.12 -1.59
N4 1.71 -0.02 -1.37
H1 2.13 -2.94 -0.72
H2 2.58 -3.19 -2.64
H3 0.19 -4.32 -3.16
H4 -2.38 -3.41 -3.51
H5 -2.32 -0.93 -2.38
H6 4.23 -1.19 -2.94
H7 4.30 1.55 -2.62
H8 1.97 2.07 -1.32
C7 -0.80 -3.47 3.06
S1 -0.13 -2.46 1.78
O1 1.22 -2.91 1.57
O2 -0.21 -1.06 2.32
O3 -1.02 -2.62 0.63
H9 -0.05 -3.55 3.86
H10 -0.99 -4.46 2.64
H11 -1.72 -3.03 3.44
N5 -2.22 0.14 -0.24
C8 -3.07 -0.58 0.09
N6 -4.05 -1.38 0.45
C9 -4.14 -2.73 -0.15
C10 -5.01 -3.61 0.75
C11 -4.77 -3.26 2.21
C12 -5.30 -1.85 2.51
C13 -5.15 -0.93 1.30
H12 -3.13 -3.13 -0.23
H13 -4.57 -2.67 -1.16
H14 -4.77 -4.66 0.55
H15 -6.07 -3.48 0.51
H16 -3.70 -3.30 2.41
H17 -5.25 -3.98 2.87
H18 -4.78 -1.43 3.37
H19 -6.36 -1.89 2.78
H20 -4.96 0.10 1.59
H21 -6.07 -0.93 0.70
S2 -2.45 -0.11 3.87
C14 -1.66 1.18 3.45
N7 -1.36 1.52 2.11
C15 2.58 2.54 1.20
P1 1.44 1.11 1.39
C16 2.54 0.11 2.43
C17 2.86 0.39 3.76
C18 3.75 -0.41 4.46
C19 4.35 -1.49 3.82
C20 4.08 -1.74 2.48
C21 3.18 -0.94 1.79
C22 0.14 1.86 2.49
C23 -0.08 1.64 3.93
C24 -1.15 2.39 4.52
C25 -1.49 3.72 4.05
C26 -1.29 3.99 2.76
C27 -0.87 2.88 1.91
P2 1.91 4.19 0.59
C28 2.97 4.46 -0.88
C29 2.34 4.70 -2.09
C30 3.09 4.83 -3.26
C31 4.47 4.71 -3.21
C32 5.11 4.47 -1.99
C33 4.36 4.35 -0.83
C34 2.66 5.29 1.85
C35 3.32 6.47 1.50
C36 3.83 7.31 2.48
C37 3.67 7.00 3.82
C38 2.98 5.85 4.19
C39 2.47 5.01 3.20
H22 3.37 2.21 0.52
H23 3.02 2.67 2.19
H24 2.45 1.26 4.26
H25 3.98 -0.19 5.49
H26 5.04 -2.12 4.36
H27 4.56 -2.57 1.98
H28 2.97 -1.16 0.75
H29 0.53 1.00 4.54
H30 -1.35 2.12 5.55
H31 -1.88 4.44 4.76
H32 -1.44 4.96 2.32
H33 -0.76 3.05 0.85
H34 1.26 4.79 -2.13
H35 2.59 5.02 -4.20
H36 5.05 4.79 -4.12
H37 6.19 4.40 -1.95
H38 4.86 4.18 0.11
H39 3.45 6.73 0.46
H40 4.35 8.21 2.19
H41 4.08 7.65 4.59
H42 2.84 5.61 5.23
H43 1.91 4.13 3.50